Record 1
{"formula": "C5H6O", "method": "ωB97M-V/def2-TZVPD", "e_above_lowest_kj_mol": 196.4, "smiles": "CCC#CC=O", "elements": ["C", "C", "C", "C", "C", "O", "H", "H", "H", "H", "H", "H"], "coordinates": [[0.07, -1.66, -0.02], [1.22, -0.69, -0.33], [0.68, 0.65, -0.09], [-0.10, 1.55, 0.11], [-1.29, 2.33, 0.35], [-2.36, 1.77, 0.50], [-0.01, -1.83, 1.06], [-0.87, -1.24, -0.36], [0.22, -2.62, -0.52], [1.54, -0.78, -1.37], [2.10, -0.89, 0.30], [-1.21, 3.43, 0.39]], "mulliken_charge": [-1.09, -0.35, -0.03, 0.27, -0.16, -0.43, 0.29, 0.33, 0.32, 0.27, 0.27, 0.30]}

=====

Record 2
{"formula": "C22H54N2O10", "method": "ωB97M-V/def2-TZVPD", "e_above_lowest_kj_mol": 0.0, "smiles": "CNC(C)=O.CNC(C)=O.COCCOC.COCCOC.COCCOC.COCCOC", "elements": ["C", "N", "C", "C", "O", "H", "H", "H", "H", "H", "H", "H", "C", "N", "C", "C", "O", "H", "H", "H", "H", "H", "H", "H", "C", "O", "C", "C", "O", "C", "H", "H", "H", "H", "H", "H", "H", "H", "H", "H", "C", "O", "C", "C", "O", "C", "H", "H", "H", "H", "H", "H", "H", "H", "H", "H", "C", "O", "C", "C", "O", "C", "H", "H", "H", "H", "H", "H", "H", "H", "H", "H", "C", "O", "C", "C", "O", "C", "H", "H", "H", "H", "H", "H", "H", "H", "H", "H"], "coordinates": [[2.13, -2.12, 2.44], [1.55, -2.39, 1.15], [2.02, -2.02, -0.07], [0.99, -2.01, -1.19], [3.16, -1.67, -0.24], [2.19, -3.01, 3.07], [1.63, -1.43, 3.12], [3.16, -1.78, 2.38], [0.58, -2.64, 1.25], [0.09, -1.52, -0.82], [0.74, -3.02, -1.53], [1.36, -1.46, -2.06], [-6.86, -3.87, 3.82], [-6.74, -2.70, 2.98], [-5.70, -2.44, 2.24], [-5.88, -1.10, 1.38], [-4.66, -3.07, 2.26], [-6.16, -3.79, 4.65], [-6.73, -4.83, 3.32], [-7.79, -3.91, 4.39], [-7.60, -2.20, 2.80], [-5.63, -1.48, 0.39], [-5.34, -0.23, 1.74], [-6.91, -0.83, 1.15], [-3.29, 5.11, -2.26], [-4.07, 6.00, -3.03], [-4.78, 7.02, -2.36], [-6.14, 6.63, -1.79], [-5.98, 5.68, -0.75], [-7.16, 5.59, 0.01], [-4.02, 4.54, -1.69], [-2.77, 5.73, -1.53], [-2.61, 4.52, -2.87], [-4.95, 7.74, -3.16], [-4.25, 7.68, -1.68], [-6.72, 6.17, -2.59], [-6.74, 7.48, -1.45], [-6.89, 4.93, 0.84], [-7.95, 5.27, -0.66], [-7.45, 6.54, 0.45], [0.59, 3.34, -10.98], [-0.28, 2.29, -10.44], [-1.30, 2.82, -9.57], [-2.31, 1.86, -8.84], [-1.68, 0.71, -8.44], [-1.63, -0.31, -9.43], [0.12, 4.08, -11.62], [1.31, 2.87, -11.64], [1.07, 3.89, -10.17], [-1.89, 3.52, -10.16], [-0.93, 3.46, -8.77], [-3.14, 1.64, -9.51], [-2.75, 2.29, -7.94], [-2.66, -0.67, -9.34], [-0.96, -1.05, -9.00], [-1.32, 0.03, -10.41], [5.29, -8.81, -1.38], [6.24, -9.70, -0.92], [5.73, -10.96, -0.67], [5.45, -11.75, -2.01], [6.38, -11.58, -2.99], [6.07, -12.22, -4.26], [4.44, -8.73, -0.71], [4.99, -9.09, -2.40], [5.61, -7.78, -1.54], [4.95, -10.96, 0.10], [6.54, -11.57, -0.27], [4.45, -11.44, -2.33], [5.48, -12.82, -1.80], [5.36, -13.05, -4.23], [6.90, -12.77, -4.69], [5.90, -11.49, -5.05], [6.16, 7.95, 11.38], [5.87, 6.80, 12.20], [4.49, 6.65, 12.55], [3.83, 5.77, 11.48], [3.74, 6.25, 10.15], [3.07, 5.27, 9.29], [7.20, 8.19, 11.15], [5.71, 8.80, 11.89], [5.77, 7.99, 10.36], [3.98, 7.56, 12.86], [4.49, 6.20, 13.54], [2.86, 5.60, 11.95], [4.23, 4.75, 11.45], [3.76, 4.46, 9.03], [2.84, 5.75, 8.34], [2.13, 4.88, 9.67]], "mulliken_charge": [-0.89, -0.21, 0.73, -1.03, -0.61, 0.30, 0.30, 0.34, 0.20, 0.31, 0.28, 0.30, -0.87, -0.18, 0.59, -0.96, -0.63, 0.28, 0.27, 0.35, 0.28, 0.28, 0.25, 0.34, -0.58, -0.36, -0.66, -0.44, -0.27, -0.74, 0.24, 0.28, 0.23, 0.36, 0.38, 0.31, 0.42, 0.24, 0.30, 0.30, -0.74, -0.29, -0.43, -0.51, -0.37, -0.66, 0.31, 0.25, 0.31, 0.35, 0.33, 0.30, 0.34, 0.33, 0.22, 0.27, -0.66, -0.33, -0.59, -0.50, -0.35, -0.77, 0.29, 0.25, 0.27, 0.38, 0.28, 0.36, 0.48, 0.34, 0.28, 0.27, -0.66, -0.34, -0.64, -0.38, -0.31, -0.74, 0.29, 0.28, 0.24, 0.38, 0.34, 0.32, 0.35, 0.32, 0.26, 0.30]}

=====

Record 3
{"formula": "C31H69N6O13P3", "method": "ωB97M-V/def2-TZVPD", "smiles": "CCCC[C@](C#N)(CC(N)(N)N)[C@H](C#N)N(C)C(C)=O.CCOP(=O)(OCC)OCC.CCOP(=O)(OCC)OCC.CCOP(=O)(OCC)OCC", "elements": ["C", "C", "C", "C", "C", "C", "N", "C", "C", "N", "N", "N", "C", "C", "N", "N", "C", "C", "C", "O", "H", "H", "H", "H", "H", "H", "H", "H", "H", "H", "H", "H", "H", "H", "H", "H", "H", "H", "H", "H", "H", "H", "H", "H", "C", "C", "O", "P", "O", "O", "C", "C", "O", "C", "C", "H", "H", "H", "H", "H", "H", "H", "H", "H", "H", "H", "H", "H", "H", "H", "C", "C", "O", "P", "O", "O", "C", "C", "O", "C", "C", "H", "H", "H", "H", "H", "H", "H", "H", "H", "H", "H", "H", "H", "H", "H", "C", "C", "O", "P", "O", "O", "C", "C", "O", "C", "C", "H", "H", "H", "H", "H", "H", "H", "H", "H", "H", "H", "H", "H", "H", "H"], "coordinates": [[7.72, 3.20, 2.96], [6.73, 2.53, 1.82], [5.34, 3.44, 1.68], [4.10, 2.45, 2.08], [2.60, 2.94, 1.66], [2.33, 2.59, 0.05], [2.39, 2.44, -1.24], [2.15, 4.43, 2.13], [2.85, 5.72, 1.48], [3.48, 5.59, 0.12], [1.74, 6.78, 1.32], [3.87, 6.42, 2.41], [1.54, 1.93, 2.47], [2.01, 0.37, 2.53], [2.30, -0.89, 2.58], [0.11, 2.05, 1.98], [-0.35, 0.85, 1.19], [-0.79, 2.22, 3.22], [-1.49, 3.68, 3.59], [-1.02, 1.20, 4.09], [8.81, 2.76, 2.86], [7.23, 2.93, 4.01], [7.70, 4.36, 2.82], [6.52, 1.42, 2.14], [7.31, 2.52, 0.78], [5.50, 4.35, 2.40], [5.31, 3.75, 0.53], [4.41, 1.39, 1.61], [4.13, 2.34, 3.27], [0.98, 4.53, 1.96], [2.28, 4.48, 3.31], [2.77, 5.26, -0.60], [3.72, 6.58, -0.17], [1.43, 6.99, 2.31], [0.96, 6.39, 0.75], [4.72, 6.54, 1.80], [4.08, 5.78, 3.23], [1.54, 2.34, 3.59], [0.37, 0.55, 0.29], [-1.37, 1.17, 0.66], [-0.65, -0.09, 1.85], [-2.50, 3.43, 4.18], [-0.74, 4.19, 4.37], [-1.66, 4.36, 2.65], [3.03, 1.64, -4.28], [3.86, 0.41, -3.95], [3.26, -0.77, -4.45], [3.38, -1.04, -6.08], [4.83, -1.57, -5.99], [2.74, -2.58, -6.13], [3.44, -3.64, -6.76], [4.13, -4.49, -5.71], [1.76, -0.45, -6.18], [0.60, -1.20, -5.83], [0.52, -1.62, -4.37], [3.02, 1.81, -5.36], [3.43, 2.53, -3.79], [1.99, 1.49, -3.97], [4.88, 0.52, -4.34], [3.93, 0.31, -2.86], [4.14, -3.27, -7.51], [2.70, -4.25, -7.29], [4.76, -3.89, -5.05], [4.75, -5.26, -6.18], [3.39, -4.99, -5.07], [0.49, -2.06, -6.50], [-0.25, -0.55, -6.04], [1.28, -2.36, -4.11], [-0.46, -2.06, -4.16], [0.66, -0.76, -3.71], [-3.67, -4.33, 9.45], [-2.20, -4.40, 9.08], [-1.98, -3.94, 7.76], [-2.04, -2.30, 7.50], [-0.60, -2.07, 8.04], [-1.54, -2.27, 5.92], [-0.46, -1.43, 5.51], [0.81, -2.26, 5.38], [-3.64, -2.57, 6.90], [-3.94, -3.08, 5.61], [-3.45, -4.50, 5.35], [-4.00, -3.29, 9.50], [-3.85, -4.80, 10.42], [-4.28, -4.83, 8.69], [-1.59, -3.83, 9.78], [-1.86, -5.44, 9.12], [-0.33, -0.59, 6.20], [-0.72, -1.01, 4.54], [1.02, -2.83, 6.29], [1.67, -1.62, 5.16], [0.70, -2.99, 4.58], [-3.61, -2.39, 4.84], [-5.04, -3.09, 5.55], [-2.36, -4.55, 5.29], [-3.84, -4.86, 4.39], [-3.77, -5.18, 6.14], [-5.85, -0.76, -8.19], [-4.91, 0.04, -7.31], [-5.08, -0.30, -5.94], [-4.44, -1.74, -5.43], [-3.00, -1.19, -5.33], [-4.71, -1.58, -3.80], [-3.65, -1.75, -2.87], [-3.13, -0.40, -2.42], [-6.05, -2.35, -5.55], [-7.08, -2.12, -4.59], [-7.49, -0.67, -4.42], [-5.58, -1.82, -8.17], [-5.80, -0.41, -9.23], [-6.88, -0.68, -7.84], [-3.87, -0.11, -7.61], [-5.13, 1.11, -7.41], [-2.86, -2.38, -3.28], [-4.06, -2.29, -2.00], [-2.86, 0.23, -3.27], [-2.25, -0.51, -1.77], [-3.90, 0.14, -1.86], [-6.81, -2.58, -3.63], [-7.95, -2.68, -4.95], [-6.70, -0.07, -3.97], [-8.37, -0.59, -3.78], [-7.73, -0.22, -5.39]], "mulliken_charge": [-0.92, -0.50, 0.26, -1.14, 2.06, -0.52, -0.53, -1.17, 0.60, -0.59, -0.71, -0.67, -0.31, -0.44, -0.59, 0.35, -0.89, 0.34, -0.95, -0.34, 0.33, 0.22, 0.25, 0.27, 0.30, -0.10, 0.19, 0.52, 0.16, 0.00, 0.31, 0.25, 0.35, 0.27, 0.29, 0.34, 0.29, 0.66, 0.23, 0.40, 0.23, 0.36, 0.22, 0.29, -0.99, -0.35, -0.32, 1.05, -0.70, -0.35, -0.38, -1.11, -0.43, -0.17, -0.34, 0.41, 0.37, 0.15, 0.29, 0.28, 0.35, 0.34, 0.28, 0.38, 0.29, 0.28, 0.27, 0.27, 0.00, 0.12, -0.96, -0.37, -0.27, 1.06, -0.69, -0.40, 0.00, -1.21, -0.40, -0.13, -0.89, 0.29, 0.40, 0.19, 0.29, 0.30, 0.27, 0.15, 0.39, 0.31, 0.28, 0.21, 0.36, 0.20, 0.39, 0.20, -0.98, -0.31, -0.30, 1.09, -0.60, -0.34, -0.37, -1.01, -0.43, -0.21, -0.88, 0.29, 0.41, 0.19, 0.24, 0.30, 0.24, 0.35, 0.26, 0.30, 0.36, 0.24, 0.36, 0.20, 0.40, 0.19]}

=====

Number 1: HOMO level -10.167 eV, E_LUMO 0.3280 eV, frontier orbital gap 10.5 eV. Number 2: HOMO level -9.385 eV, E_LUMO 0.5453 eV, frontier orbital gap 9.9 eV. Number 3: HOMO level -9.366 eV, E_LUMO -2.2618 eV, frontier orbital gap 7.1 eV.